The molecule C23H28N2O, computed with the ωB97M-V functional and the def2-TZVPD basis.

Values from the calculation:
- LUMO level (eV) = 0.72
- gap between HOMO and LUMO (Ha) = 0.3452
- structure (SMILES) = OCCN1CCN(CC#CCC(c2ccccc2)c2ccccc2)CC1
- HOMO energy (eV) = -8.7
- charge = 0
- relative energy (zero: lowest compared OMol25 entry of this formula, charge and spin) (kcal/mol) = 54.01
- maximum force (hartree/bohr) = 0.010

Each line ends with the natural charge from an NBO analysis.
Cartesian coordinates (Å):
1 N -2.391 2.427 0.170  -0.428
2 H 3.053 2.566 0.829  0.237
3 H -4.506 -3.947 0.008  0.461
4 C -3.969 -2.446 1.124  -0.063
5 C -2.314 1.584 1.348  -0.230
6 H -2.424 2.213 2.235  0.201
7 H 4.886 1.431 -0.429  0.209
8 H -4.378 1.095 -1.080  0.169
9 H 5.160 -2.944 1.816  0.213
10 C 2.420 2.019 0.123  -0.463
11 H 7.192 -1.904 0.871  0.213
12 H -3.302 -0.045 -1.935  0.202
13 C 2.029 -0.383 -1.823  -0.167
14 H 1.919 0.433 1.475  0.221
15 C -3.434 0.550 1.320  -0.228
16 C 2.405 0.526 0.496  -0.268
17 H 2.973 0.053 -2.117  0.203
18 H -3.356 -0.082 2.206  0.201
19 C 0.387 -0.845 -0.149  -0.215
20 H -2.888 -2.648 1.106  0.159
21 C -3.405 0.574 -1.040  -0.222
22 H -0.519 -2.184 -3.115  0.210
23 N -3.312 -0.277 0.133  -0.446
24 H -4.247 -2.133 2.131  0.177
25 C 0.070 -1.649 -2.385  -0.225
26 C 5.099 -1.984 1.324  -0.203
27 H -1.583 4.134 -0.683  0.220
28 C -1.408 3.501 0.194  -0.274
29 H -1.316 1.086 -1.073  0.196
30 H -2.378 2.256 -1.899  0.201
31 H -4.408 1.072 1.342  0.169
32 H -1.345 1.062 1.404  0.179
33 O -4.705 -3.622 0.893  -0.710
34 C 1.077 2.565 0.161  -0.005
35 C 6.147 -0.174 0.166  -0.204
36 C 4.925 0.473 0.066  -0.250
37 C 1.588 -0.253 -0.512  -0.023
38 H 2.817 2.155 -0.886  0.228
39 H 2.995 -1.797 1.635  0.210
40 H -4.237 -1.803 -0.902  0.187
41 H 7.030 0.288 -0.251  0.212
42 C 1.276 -1.075 -2.753  -0.219
43 H -1.313 -1.968 -0.778  0.218
44 C -0.371 -1.536 -1.079  -0.202
45 C 3.778 -0.099 0.597  0.086
46 H -1.587 4.101 1.093  0.219
47 C 6.239 -1.402 0.794  -0.220
48 H 0.032 -0.765 0.869  0.212
49 H -5.317 -0.991 0.249  0.173
50 H 1.630 -1.166 -3.770  0.211
51 C -0.024 3.040 0.183  -0.035
52 C -4.285 -1.352 0.096  -0.235
53 C -2.285 1.608 -1.023  -0.240
54 C 3.883 -1.337 1.224  -0.222



A structure of composition C23H28N4O5OsS in a non-equilibrium geometry, computed with the ωB97M-V functional and the def2-TZVPD basis.

Values from the calculation:
- LUMO level (spin up / spin down) (eV) = -3.67 / -3.43
- gap between HOMO and LUMO (spin up / spin down) (Ha) = 0.2460 / 0.2665
- multiplicity = 2
- HOMO energy (spin up / spin down) (eV) = -10.4 / -10.7
- charge = +1
- relative energy (zero: lowest compared OMol25 entry of this formula, charge and spin) (kcal/mol) = 123.25
- maximum force (hartree/bohr) = 0.069

Each line ends with the natural charge from an NBO analysis.
Cartesian coordinates (Å):
1 C -2.632 1.122 -1.924  0.453
2 H 2.290 -1.294 2.401  0.148
3 H 4.993 -2.069 -0.103  0.203
4 O 1.341 0.544 2.229  -0.728
5 H 6.551 -1.186 -1.978  0.206
6 C 5.403 -0.003 -0.585  -0.410
7 Os -0.115 0.009 0.799  1.269
8 H 6.217 0.051 0.139  0.233
9 C -0.162 1.401 -2.292  0.643
10 C -2.392 -2.474 6.430  0.638
11 H 4.256 0.534 -3.032  0.204
12 H -7.445 2.615 -3.424  0.218
13 C -1.697 -0.533 4.894  -0.222
14 O -5.492 2.403 -3.806  -0.460
15 N 3.393 -1.267 -1.161  -0.457
16 H 5.170 -0.655 -3.964  0.232
17 H 3.093 0.125 3.143  0.182
18 C -2.005 -1.875 5.102  -0.064
19 H -2.986 -1.995 8.299  0.419
20 C -4.259 2.066 -3.424  0.383
21 C 2.173 -1.326 -0.774  0.644
22 C -6.592 2.125 -2.959  -0.261
23 C -3.948 1.349 -2.269  -0.361
24 S -2.065 2.586 0.667  -0.029
25 H 1.653 -0.581 3.904  0.160
26 C 3.837 -1.521 -2.522  -0.202
27 C -1.552 1.581 -2.699  -0.303
28 C 5.951 -0.275 -1.984  -0.403
29 C -3.197 2.466 -4.255  -0.264
30 H 4.874 0.952 -0.573  0.213
31 H 3.993 -0.901 0.799  0.233
32 H -2.195 -3.772 4.135  0.263
33 H -1.119 2.597 -4.550  0.223
34 H -4.717 0.967 -1.618  0.245
35 C -2.000 0.984 0.337  -0.023
36 C 4.794 -0.414 -2.970  -0.407
37 H -6.776 1.050 -2.892  0.187
38 C -1.896 2.231 -3.900  -0.112
39 H -3.431 2.978 -5.177  0.243
40 C 4.450 -1.119 -0.168  -0.205
41 H 0.765 0.365 -3.902  0.246
42 H -1.193 0.945 3.416  0.235
43 O -2.397 0.369 -0.767  -0.539
44 O -2.456 -3.675 6.569  -0.576
45 C 0.886 1.307 -3.368  -0.710
46 H -6.434 2.537 -1.958  0.189
47 H 6.600 0.545 -2.291  0.230
48 O 0.209 1.327 -1.107  -0.634
49 N -1.360 -0.927 2.564  -0.445
50 N -2.670 -1.607 7.425  -0.799
51 H 0.801 2.119 -4.083  0.243
52 C 2.117 -0.339 2.933  -0.245
53 C -1.961 -2.728 3.998  -0.199
54 H -1.676 0.186 5.697  0.224
55 H 4.362 -2.484 -2.540  0.208
56 C -1.401 -0.102 3.615  0.059
57 H -1.612 -2.851 1.875  0.219
58 H -2.620 -0.609 7.341  0.397
59 H 1.869 1.336 -2.909  0.233
60 N 1.084 -1.388 -0.362  -0.547
61 H 2.964 -1.580 -3.176  0.222
62 C -1.635 -2.220 2.756  0.057



A structure of composition C23H28N7O7STc, computed with the ωB97M-V functional and the def2-TZVPD basis.

Values from the calculation:
- LUMO level (spin up / spin down) (eV) = -4.87 / -5.21
- gap between HOMO and LUMO (spin up / spin down) (Ha) = 0.2901 / 0.2793
- multiplicity = 3
- HOMO energy (spin up / spin down) (eV) = -12.8 / -12.8
- charge = +2
- relative energy (zero: lowest compared OMol25 entry of this formula, charge and spin) (kcal/mol) = 0.00
- maximum force (hartree/bohr) = 0.012

Each line ends with the natural charge from an NBO analysis.
Cartesian coordinates (Å):
1 O -7.833 3.197 -0.222  -0.362
2 H 0.820 2.709 -0.039  0.467
3 H -0.033 -2.069 1.061  0.402
4 O -8.624 1.546 0.919  -0.351
5 C 6.398 -1.294 0.600  0.677
6 H 5.091 -2.872 -1.907  0.232
7 C -1.548 -3.710 -3.457  -0.210
8 H 7.905 -0.726 1.862  0.425
9 H 1.176 -1.703 -0.900  0.224
10 H 3.299 -1.624 1.292  0.222
11 S -0.613 1.726 2.117  -0.079
12 H -0.898 4.277 3.397  0.254
13 H -7.028 -0.009 1.775  0.266
14 H 4.607 -1.276 -1.389  0.230
15 H -4.759 -1.020 1.944  0.236
16 H 3.823 -3.884 -0.017  0.224
17 H 4.939 0.063 0.081  0.462
18 C -6.180 0.425 1.262  -0.096
19 C -3.012 2.292 -0.792  0.434
20 H -2.307 -2.166 -0.051  0.254
21 C -3.837 0.444 0.678  0.504
22 H 8.032 -2.332 1.274  0.424
23 C -4.932 -0.134 1.349  -0.304
24 N 5.787 -0.118 0.624  -0.779
25 H 1.547 4.768 -0.821  0.238
26 C 1.015 4.743 0.118  0.075
27 C -1.211 -2.415 -3.140  0.037
28 Tc -0.902 0.421 0.117  1.108
29 C -0.352 4.428 2.477  -0.243
30 H -2.442 -5.530 -2.742  0.252
31 N 5.922 -2.305 -0.120  -0.561
32 O -2.670 -0.139 0.769  -0.688
33 C 2.672 -2.176 0.588  -0.409
34 C -4.052 1.625 -0.085  -0.317
35 C -5.344 2.180 -0.164  -0.085
36 C 3.516 -2.933 -0.457  -0.409
37 H 0.707 -0.856 1.862  0.409
38 C -0.102 3.315 1.663  0.110
39 O 0.974 0.966 -0.515  -0.716
40 N 7.509 -1.476 1.323  -0.764
41 N 0.586 3.528 0.524  -0.481
42 N -7.720 2.172 0.415  0.535
43 C -6.373 1.584 0.501  -0.033
44 O 3.139 0.512 -0.435  -0.675
45 C -2.167 -4.512 -2.508  -0.147
46 H 2.871 -3.199 -1.299  0.218
47 C 0.772 5.846 0.883  -0.255
48 N -1.478 -1.918 -1.917  0.061
49 C 4.777 -2.290 -1.041  -0.229
50 C 1.569 -1.270 0.026  -0.166
51 C 1.973 0.171 -0.341  0.813
52 H -3.290 3.173 -1.377  0.181
53 C -2.434 -3.975 -1.260  -0.199
54 H 2.161 -2.941 1.179  0.222
55 C 0.078 5.674 2.090  -0.095
56 H 6.225 0.662 1.083  0.421
57 H -0.125 6.530 2.719  0.248
58 H -5.528 3.078 -0.740  0.260
59 N 0.396 -1.155 0.938  -0.758
60 H 6.437 -3.170 -0.069  0.415
61 H 1.112 6.817 0.559  0.254
62 H -1.329 -4.077 -4.449  0.256
63 O -1.806 1.980 -0.806  -0.555
64 O -1.146 -0.645 -1.715  -0.574
65 H -0.742 -1.717 -3.817  0.252
66 C -2.087 -2.668 -0.981  -0.014
67 H -2.927 -4.552 -0.492  0.252



A structure of composition C23H29BaF6N9O4S4 in a non-equilibrium geometry, computed with the ωB97M-V functional and the def2-TZVPD basis.

Values from the calculation:
- LUMO level (eV) = -0.28
- gap between HOMO and LUMO (Ha) = 0.2180
- HOMO energy (eV) = -6.2
- charge = 0
- relative energy (zero: lowest compared OMol25 entry of this formula, charge and spin) (kcal/mol) = 2.92
- maximum force (hartree/bohr) = 0.063

Each line ends with the Löwdin charge.
Cartesian coordinates (Å):
1 Ba 0.845 -0.552 0.421  1.754
2 H -2.734 -1.840 2.158  0.042
3 H 2.313 -3.405 -1.005  0.091
4 H 0.058 -4.101 -5.155  0.093
5 C -1.125 -1.812 -2.195  -0.256
6 H -0.954 -4.823 -0.256  0.100
7 O 4.230 -1.090 -1.116  -0.261
8 C 1.478 -3.915 -0.518  -0.110
9 H 1.743 1.424 2.710  0.026
10 H -2.827 4.619 -2.168  0.123
11 H -1.860 0.649 -3.313  0.103
12 H -1.472 2.940 -1.339  0.109
13 C -2.421 0.884 -2.421  -0.059
14 H -2.078 1.798 2.188  0.075
15 F 5.550 -2.300 0.922  0.156
16 H -4.847 3.023 -1.367  0.097
17 C -3.742 1.650 -0.128  -0.042
18 F 5.652 1.682 -0.996  0.151
19 N -0.274 5.260 0.602  0.071
20 H -0.588 -3.811 1.164  0.054
21 N 0.888 1.006 3.070  -0.044
22 H 1.622 -2.770 5.130  0.096
23 H -3.557 2.398 -3.418  0.103
24 O 2.246 0.263 -1.694  -0.435
25 C -2.126 4.876 -1.388  -0.056
26 C -2.191 0.125 -1.251  -0.267
27 N 1.217 0.243 4.208  -0.078
28 H -2.613 6.941 -1.161  0.105
29 N -2.457 0.005 1.185  -0.218
30 H 2.032 0.561 4.715  0.134
31 C -2.808 0.630 -0.061  -0.214
32 C -1.042 6.234 0.183  -0.114
33 C 5.557 -1.076 1.425  -0.656
34 H 1.021 -4.377 -2.915  0.097
35 N -1.342 3.877 -0.952  0.091
36 F 3.818 2.655 -1.638  0.153
37 C -0.170 -2.854 -2.000  -0.215
38 H -3.186 -1.806 0.441  0.072
39 C 0.256 -3.628 -3.068  -0.042
40 H 1.388 -4.916 -0.958  0.086
41 C -0.396 4.032 0.024  -0.805
42 C -1.359 -2.618 -4.494  -0.103
43 C -0.825 -3.792 0.098  -0.075
44 H 0.270 1.770 3.325  0.076
45 H -2.613 -1.154 -3.606  0.092
46 H -4.239 -1.041 1.651  0.094
47 C -3.371 1.900 -2.472  -0.141
48 O 2.937 -1.647 1.687  -0.457
49 O 3.864 0.275 2.935  -0.285
50 S 3.505 0.145 -0.976  0.539
51 H 1.711 -4.032 0.541  0.086
52 C -3.195 -1.244 1.370  -0.086
53 N 3.401 0.603 0.572  -0.402
54 C -2.590 0.849 2.360  -0.121
55 F 6.138 -1.110 2.627  0.141
56 C -0.301 -3.495 -4.334  -0.110
57 H -1.749 -3.244 -0.050  0.063
58 F 4.794 1.208 -2.942  0.153
59 S -0.222 -1.842 3.335  0.622
60 N -1.398 -0.982 -1.132  -0.082
61 S 0.593 2.748 0.436  0.620
62 H 2.623 -1.395 5.424  0.109
63 N 0.257 -3.126 -0.640  -0.323
64 H -4.242 1.965 0.779  0.103
65 H -0.901 7.190 0.679  0.115
66 C 0.984 -1.092 4.223  -0.901
67 C -2.002 6.112 -0.839  -0.037
68 C 4.520 1.528 -1.675  -0.669
69 N 1.751 -1.774 5.095  0.108
70 H -1.873 -2.552 -5.446  0.099
71 H -3.636 1.055 2.631  0.081
72 C -4.073 2.266 -1.334  -0.143
73 S 3.788 -0.460 1.705  0.568
74 H -2.120 0.339 3.203  0.049
75 C -1.770 -1.807 -3.448  -0.042
76 F 6.236 -0.246 0.647  0.149